# 1
Here is 2 unconnected molecules or ions with the total composition CHN2O5 from OMol25. Energies are from ωB97M-V/def2-TZVPD.

Computed properties:
Total charge: -1
Largest force on an atom (hartree/bohr): 0.07600
Frontier orbital gap (eV): 7.49
LUMO (Eh): 0.136

Each line ends with the Löwdin charge.
Geometry (Å):
C1 -1.325 0.461 1.848  -0.49
N1 0.733 -0.154 -1.883  -0.05
N2 -0.035 -0.334 -0.896  -0.54
O1 -1.720 1.451 1.375  0.16
O2 -1.209 -0.729 -1.162  -0.13
O3 -1.018 -0.424 2.505  0.18
O4 0.327 -0.276 0.312  -0.12
O5 2.055 0.023 -1.580  -0.15
H1 2.192 -0.018 -0.520  0.13

---

# 2
Here is a molecular structure, C33H29F5N6O4SnTe2 from OMol25. Energies are from ωB97M-V/def2-TZVPD.

Computed properties:
Total charge: -2
Largest force on an atom (hartree/bohr): 0.07105
Frontier orbital gap (eV): 5.80
LUMO (Eh): 0.147

Each line ends with the Löwdin charge.
Geometry (Å):
Sn1 0.994 -1.431 0.464  1.22
O1 -2.822 -3.518 0.099  0.02
C1 -1.813 -2.867 -0.178  -0.53
N1 -1.402 -1.713 0.325  -0.12
C2 -1.963 -1.331 1.541  -0.27
C3 -3.133 -0.607 1.633  -0.03
C4 -3.645 -0.267 2.876  -0.12
C5 -3.000 -0.691 4.023  -0.12
C6 -1.824 -1.417 3.937  -0.05
C7 -1.260 -1.709 2.700  -0.24
N2 -0.011 -2.245 2.513  0.02
C8 0.639 -2.912 3.452  -0.51
O2 0.221 -3.374 4.520  0.00
C9 2.104 -3.035 3.141  -0.18
C10 2.977 -3.422 4.158  -0.01
C11 4.339 -3.386 3.926  -0.07
C12 4.792 -2.995 2.676  -0.05
C13 3.854 -2.674 1.709  -0.11
N3 2.552 -2.687 1.942  0.04
C14 -0.837 -3.455 -1.168  -0.20
C15 -1.262 -4.225 -2.243  0.00
C16 -0.313 -4.852 -3.031  -0.06
C17 1.022 -4.744 -2.676  -0.05
C18 1.360 -3.985 -1.569  -0.14
N4 0.452 -3.340 -0.855  0.02
H1 -3.643 -0.327 0.718  0.11
H2 -4.557 0.314 2.946  0.08
H3 -3.408 -0.452 5.000  0.09
H4 -1.341 -1.776 4.832  0.10
H5 2.568 -3.718 5.114  0.11
H6 5.047 -3.639 4.705  0.10
H7 5.847 -2.938 2.440  0.10
H8 4.136 -2.351 0.720  0.09
H9 -2.322 -4.302 -2.445  0.11
H10 -0.609 -5.411 -3.909  0.10
H11 1.798 -5.203 -3.267  0.10
H12 2.392 -3.833 -1.287  0.10
N5 0.942 4.498 0.737  0.19
C19 0.295 4.362 1.914  -0.52
O3 -0.260 5.302 2.460  0.03
C20 0.343 2.997 2.521  -0.11
C21 -0.132 2.827 3.823  0.00
C22 -0.024 1.588 4.428  -0.04
C23 0.578 0.557 3.717  -0.13
N6 1.005 0.702 2.475  0.04
C24 0.873 1.875 1.881  -0.10
H13 0.903 5.380 0.256  0.11
H14 1.393 3.730 0.266  0.10
H15 -0.566 3.673 4.337  0.11
H16 -0.377 1.426 5.435  0.10
H17 0.714 -0.419 4.155  0.10
H18 1.225 1.895 0.851  0.08
C25 -2.705 5.328 -5.207  -0.07
C26 -2.188 4.225 -4.326  -0.29
C27 -2.503 4.163 -2.979  -0.04
C28 -2.013 3.142 -2.172  -0.32
C29 -2.403 3.107 -0.727  -0.08
C30 -1.177 2.156 -2.701  -0.36
Te1 -0.417 0.447 -1.551  1.44
C31 -0.880 2.194 -4.071  -0.31
C32 -0.039 1.153 -4.737  -0.09
C33 -1.380 3.228 -4.852  -0.04
H19 -3.269 6.061 -4.632  0.06
H20 -3.355 4.923 -5.984  0.07
H21 -1.876 5.838 -5.698  0.07
H22 -3.148 4.917 -2.543  0.10
H23 -2.926 4.015 -0.430  0.07
H24 -1.516 2.988 -0.105  0.04
H25 -3.055 2.256 -0.540  0.07
H26 -0.139 0.187 -4.240  0.02
H27 1.015 1.423 -4.675  0.08
H28 -0.311 1.057 -5.788  0.07
H29 -1.146 3.245 -5.909  0.11
F1 0.945 -1.381 -2.794  -0.70
Te2 3.109 -0.835 -2.315  1.81
F2 1.355 1.164 -2.189  -0.66
F3 3.244 -2.648 -3.338  -0.58
F4 5.087 -1.312 -2.278  -0.58
F5 3.946 0.770 -1.182  -0.64
O4 2.906 -1.685 -0.777  -0.88

---

# 3
Here is a single C5H11NO2 molecule from OMol25. Energies are from ωB97M-V/def2-TZVPD.

Computed properties:
Largest force on an atom (hartree/bohr): 0.03495
Frontier orbital gap (eV): 8.93
LUMO (Eh): 0.029
SMILES: C[C@H](C(=O)O)N(C)C

Each line ends with the Löwdin charge.
Geometry (Å):
C1 -0.195 0.767 -1.585  -0.03
C2 -0.332 0.681 -0.048  -0.28
C3 0.720 1.560 0.551  -0.48
O1 1.902 1.418 0.441  0.12
O2 0.200 2.663 1.154  0.11
N1 -0.186 -0.700 0.444  -0.23
C4 1.034 -1.409 0.176  -0.11
C5 -1.363 -1.502 0.685  -0.09
H1 -0.366 1.770 -1.983  0.09
H2 -0.894 0.079 -2.078  0.09
H3 0.787 0.435 -1.918  0.07
H4 -1.327 1.017 0.232  0.14
H5 0.820 3.321 1.468  0.12
H6 1.622 -0.972 -0.629  0.07
H7 1.612 -1.558 1.096  0.09
H8 0.979 -2.425 -0.249  0.08
H9 -1.532 -2.260 -0.091  0.08
H10 -1.215 -1.993 1.657  0.09
H11 -2.266 -0.891 0.678  0.08

---

# 4
Here is a single C3H7N3OS molecule from OMol25. Energies are from ωB97M-V/def2-TZVPD.

Computed properties:
Largest force on an atom (hartree/bohr): 0.03905
Frontier orbital gap (eV): 9.16
LUMO (Eh): 0.012
SMILES: [H]/N=C(\NN)OC(C)=S

Each line ends with the Löwdin charge.
Geometry (Å):
H1 -0.106 -0.693 2.609  0.04
N1 -0.021 -0.077 1.827  0.17
C1 -0.239 -0.750 0.767  -0.48
N2 -0.407 -2.098 0.529  -0.04
N3 -0.780 -3.002 1.523  0.01
O1 -0.367 -0.053 -0.426  -0.06
C2 0.374 1.054 -0.773  -0.83
C3 1.677 1.178 0.009  -0.09
S1 -0.171 2.058 -1.931  0.73
H2 -0.816 -2.287 -0.392  0.15
H3 -1.626 -2.680 2.049  0.11
H4 0.030 -3.020 2.144  0.08
H5 1.401 1.682 0.939  0.08
H6 2.423 1.648 -0.571  0.06
H7 1.955 0.183 0.350  0.07

---

The records above yield E_tot values of -14268.4647 -85833.1945 -10947.9863 -20575.9850 eV, respectively.